1.
This record from the OMol25 dataset describes a molecular structure, C26H45N3P2Pb in a non-equilibrium geometry. The level of theory is ωB97M-V/def2-TZVPD.

```
77
Properties=species:S:1:pos:R:3:forces:R:3
Pb 0.054 0.339 -0.279 -1.06 -0.19 0.11
C -0.674 -2.864 1.097 -0.07 -0.26 -0.19
C 0.224 -2.144 1.922 0.37 -0.20 -0.11
C -1.895 -1.326 2.295 -0.11 0.24 0.19
C -1.984 -2.372 1.340 -0.40 0.13 -0.05
C -0.529 -1.180 2.661 0.12 0.24 0.24
C -0.301 -3.950 0.164 0.16 -0.04 -0.39
H 0.728 -3.815 -0.200 -0.25 -0.13 0.17
H -0.963 -3.978 -0.712 0.10 -0.07 0.30
H -0.351 -4.933 0.661 -0.01 0.22 -0.12
C -3.229 -2.866 0.732 -0.08 -0.42 -0.33
H -3.014 -3.689 0.040 -0.19 0.20 0.15
H -3.768 -2.078 0.182 0.11 -0.12 0.25
H -3.906 -3.245 1.510 0.04 0.14 -0.14
C -3.008 -0.531 2.853 -0.44 0.09 -0.18
H -3.154 -0.779 3.917 0.02 0.10 -0.23
H -3.945 -0.735 2.318 0.18 0.08 0.21
H -2.811 0.553 2.790 0.01 -0.39 0.06
C -0.004 -0.212 3.652 0.06 0.31 0.12
H 0.084 -0.686 4.649 0.00 0.16 -0.32
H -0.680 0.650 3.754 0.19 -0.30 0.06
H 0.992 0.166 3.372 -0.30 -0.21 0.14
C 1.679 -2.392 1.979 0.34 0.12 0.18
H 1.901 -3.340 2.494 -0.09 0.16 -0.14
H 2.197 -1.591 2.511 -0.11 -0.30 -0.03
H 2.108 -2.460 0.971 -0.07 -0.07 0.18
C 2.612 0.665 -1.722 0.37 -0.94 -0.05
C 2.867 -0.569 -1.221 -0.11 0.76 -0.83
C 4.143 -0.918 -0.527 0.43 -0.56 0.31
C 4.378 -0.381 0.927 0.43 -0.37 0.37
C 3.344 0.535 1.513 -0.05 0.46 0.02
C 3.077 1.742 0.994 0.07 -0.25 0.15
C 3.883 2.319 -0.136 0.10 0.49 -0.07
C 3.555 1.819 -1.575 0.14 0.65 -0.38
H 5.017 -0.604 -1.126 -0.51 -0.05 0.00
H 5.367 0.113 0.925 -0.41 -0.12 0.16
H 4.196 -2.019 -0.477 0.10 0.43 -0.09
H 4.522 1.576 -2.052 -0.47 -0.02 0.00
H 1.783 0.839 -2.427 0.03 -0.29 0.31
H 2.204 -1.422 -1.431 0.00 0.49 -0.03
H 3.143 2.671 -2.140 0.21 -0.36 0.10
H 3.732 3.413 -0.120 0.21 -0.44 -0.03
H 2.309 2.399 1.415 0.36 -0.33 0.12
H 4.964 2.157 0.031 -0.53 0.02 0.16
H 4.479 -1.254 1.595 0.07 0.37 -0.26
H 2.904 0.208 2.461 -0.09 0.33 -0.46
P -0.869 -1.051 -2.945 0.03 0.04 -0.90
C -2.350 -2.119 -3.191 0.01 -0.01 0.60
H -2.545 -2.271 -4.262 0.18 0.09 0.31
H -3.226 -1.641 -2.733 0.18 -0.14 -0.12
H -2.185 -3.091 -2.709 -0.13 0.15 -0.16
C -1.327 0.327 -4.065 0.05 0.19 0.24
H -1.709 -0.064 -5.018 0.14 0.09 0.23
H -0.453 0.960 -4.257 -0.17 -0.06 -0.04
H -2.105 0.934 -3.588 0.12 -0.08 -0.15
C 0.380 -1.933 -3.962 -0.01 -0.03 0.27
H 1.288 -1.320 -4.010 -0.10 -0.20 -0.09
H 0.002 -2.124 -4.976 0.13 0.05 0.27
H 0.621 -2.887 -3.473 0.03 0.20 -0.24
P -0.749 3.050 0.550 0.27 0.95 -0.03
C -0.170 3.518 2.230 0.09 -0.22 0.09
H 0.002 4.604 2.267 -0.11 -0.35 0.10
H 0.758 2.991 2.496 -0.31 0.27 -0.01
H -0.949 3.234 2.956 0.28 0.20 -0.18
C 0.121 4.248 -0.537 -0.04 -0.09 -0.12
H 1.209 4.200 -0.386 -0.28 0.04 -0.05
H -0.246 5.262 -0.312 0.24 -0.28 -0.12
H -0.104 4.007 -1.589 0.10 0.19 0.35
C -2.435 3.769 0.566 -0.21 -0.49 -0.17
H -2.385 4.828 0.865 0.07 -0.38 -0.08
H -3.073 3.217 1.274 0.15 0.22 -0.29
H -2.876 3.694 -0.440 0.06 0.03 0.35
N -2.275 0.498 -0.656 -0.49 -0.24 0.32
C -3.461 0.578 -0.681 -0.62 0.44 -0.27
N -4.698 0.820 -0.845 1.80 0.10 -0.10
C -5.721 0.209 -0.295 -2.72 -1.41 1.21
N -6.700 -0.278 0.145 2.37 0.99 -0.89
```
Positions in Å, forces in eV/Å.

## Properties
HOMO (spin up / spin down)	-0.499 / -0.499	hartree
orbital gap (spin up / spin down)	4.77 / 4.69	eV
charge	+2

2.
This record from the OMol25 dataset describes a molecular structure, C41H31Br2ClFeN4O5S in a non-equilibrium geometry. The level of theory is ωB97M-V/def2-TZVPD.

```
86
Properties=species:S:1:pos:R:3:forces:R:3
Fe -0.592 -0.573 -0.683 -0.34 -1.79 -1.91
C -4.279 1.551 -0.249 -0.09 -0.03 0.13
O -2.997 1.501 -0.856 0.24 -0.02 0.01
C -2.975 1.597 -2.202 -0.12 0.04 -0.13
C -4.091 1.898 -2.979 0.15 -0.04 -0.05
C -3.953 2.037 -4.353 -0.07 0.03 -0.02
C -2.726 1.887 -4.980 0.09 -0.04 0.09
C -1.616 1.572 -4.216 -0.19 0.00 -0.24
C -1.746 1.423 -2.847 0.46 -0.31 0.45
N -0.606 0.990 -2.077 -0.18 0.92 0.04
N 0.488 1.422 -2.483 0.04 -0.42 0.58
C 1.610 0.880 -1.699 -0.46 -0.06 -0.19
C 2.405 1.602 0.707 0.34 -0.01 0.09
O 1.457 1.212 1.362 -0.17 -0.08 0.14
C 3.781 1.705 1.255 -0.41 0.14 -0.16
C 4.857 1.633 0.466 0.29 -0.06 -0.11
C 4.664 1.398 -0.999 0.14 -0.25 -0.08
C 5.839 1.560 -1.936 -0.03 -0.05 0.04
C 5.809 1.358 -3.257 -0.24 0.09 -0.10
C 4.679 0.948 -4.110 0.29 0.04 0.07
C 3.416 0.702 -3.750 -0.16 -0.14 0.18
C 2.996 0.872 -2.331 0.00 -0.03 -0.54
H -4.766 2.508 -0.449 -0.01 -0.05 0.03
H -4.898 0.723 -0.601 -0.05 0.05 0.00
H -4.116 1.448 0.818 0.01 -0.01 0.06
H -5.060 2.031 -2.522 0.01 0.01 -0.04
H -4.830 2.267 -4.942 -0.03 0.00 -0.02
H -2.641 1.982 -6.052 0.01 0.02 -0.04
H -0.653 1.396 -4.672 0.03 0.00 -0.01
H 3.862 1.789 2.330 -0.02 0.00 0.05
H 5.860 1.695 0.866 0.02 -0.07 -0.01
H 6.774 1.848 -1.469 -0.06 -0.04 0.01
H 6.746 1.488 -3.783 -0.01 0.03 0.00
H 4.922 0.832 -5.159 0.01 -0.02 -0.01
H 2.685 0.401 -4.488 -0.03 -0.08 0.00
Br 6.581 -1.065 -0.363 0.08 -0.02 0.13
C 3.861 0.147 -1.300 -0.34 0.13 0.25
C 3.428 2.146 -1.591 0.02 0.25 0.00
C 2.167 2.025 -0.726 0.10 -0.17 0.00
N 1.175 -0.398 -1.167 0.94 0.48 0.79
C 2.070 -1.249 -0.701 -0.33 0.27 0.22
C 3.443 -0.924 -0.578 -0.22 0.13 -0.57
C 1.416 -2.434 -0.102 0.04 0.16 0.00
C 2.087 -3.563 0.327 -0.28 0.16 -0.02
C 1.326 -4.573 0.905 -0.03 0.07 -0.01
Br 2.158 -6.124 1.522 0.03 -0.08 0.03
C -0.047 -4.420 1.024 -0.05 0.01 -0.02
C -0.641 -3.259 0.552 0.22 -0.03 -0.08
N 0.076 -2.289 -0.007 0.39 -0.33 0.29
H 3.614 3.072 -2.129 -0.03 0.03 0.07
H 1.504 2.889 -0.731 0.01 0.03 0.06
H 4.084 -1.411 0.139 0.18 -0.08 0.11
H 3.156 -3.652 0.210 0.11 0.04 0.01
H -0.653 -5.194 1.471 -0.01 -0.02 0.00
H -1.706 -3.093 0.603 -0.05 0.00 0.05
O -1.184 -0.432 1.138 0.18 0.57 0.30
S -1.247 0.680 2.204 0.28 0.32 -0.24
C -2.833 0.422 2.937 -0.24 0.00 -0.10
C -3.500 -0.788 2.815 0.03 0.07 0.05
C -4.765 -0.905 3.364 -0.03 -0.02 0.01
C -5.348 0.174 4.017 0.00 0.01 -0.01
C -4.671 1.379 4.129 0.04 -0.02 -0.01
C -3.405 1.512 3.576 -0.02 -0.05 0.11
C -0.200 0.106 3.509 0.03 -0.21 0.01
C -0.075 -1.256 3.744 0.07 0.06 0.03
C 0.759 -1.679 4.763 0.02 0.03 0.00
C 1.447 -0.746 5.531 -0.01 -0.04 0.01
C 1.310 0.611 5.282 -0.05 0.03 -0.03
C 0.484 1.048 4.254 0.01 -0.03 0.11
H -3.040 -1.611 2.288 0.00 -0.02 -0.05
H -5.302 -1.839 3.282 -0.02 -0.03 -0.01
H -6.341 0.077 4.433 -0.03 -0.01 0.03
H -5.129 2.217 4.634 -0.02 0.03 0.02
H -2.870 2.450 3.651 0.01 0.05 -0.04
H -0.605 -1.968 3.127 -0.05 -0.03 -0.01
H 0.876 -2.736 4.962 0.01 -0.03 0.01
H 2.095 -1.082 6.328 0.02 0.00 0.01
H 1.856 1.330 5.875 0.01 0.02 0.02
H 0.388 2.102 4.033 0.02 0.04 -0.04
Cl -2.974 -2.008 -4.686 0.05 0.02 0.09
C -3.036 -2.530 -2.992 -0.08 -0.07 -0.15
C -2.025 -1.807 -2.148 -0.48 0.01 0.14
O -0.847 -1.610 -2.508 0.38 0.45 0.23
O -2.361 -1.387 -0.994 -0.37 0.05 -0.15
H -2.825 -3.599 -2.963 -0.01 0.03 0.03
H -4.034 -2.340 -2.605 0.06 -0.02 0.02
```
Positions in Å, forces in eV/Å.

## Properties
HOMO (spin up / spin down)	-0.335 / -0.333	hartree
<S²>	0.899
orbital gap (spin up / spin down)	4.57 / 4.45	eV
charge	+1
2S+1	2

Question: Which value of charge does entry 2 give?
Answer: +1

Question: charge of number 1 (C26H45N3P2Pb)?
Answer: +2

Question: Which of these has the lowest charge?
Answer: C41H31Br2ClFeN4O5S